No. 1
DFT (wB97M-V/def2-TZVPD) results for 2 unconnected molecules or ions with the total composition C4H11NO in a non-equilibrium geometry.

The geometry in XYZ format:
```
17
Properties=species:S:1:pos:R:3:forces:R:3:nbo_charge:R:1
O -1.6308 -0.7646 -2.6506 0.25 -0.40 0.27 -0.7290
N -1.5291 -2.0793 -0.6445 -0.34 -0.14 0.81 -0.8549
C 1.5605 3.0315 1.8874 2.08 1.42 -0.74 -0.4288
C 1.9821 1.8251 1.5008 -1.18 -1.05 1.01 -0.1540
C 1.6417 0.5320 2.2546 -0.68 0.89 0.48 -0.6706
C -1.6551 -2.0834 -2.0650 -0.04 0.51 -0.56 0.0766
H -2.2429 -1.5356 -0.1741 -0.40 -0.19 -0.39 0.3639
H 1.9803 -0.3730 1.7496 0.00 0.12 0.21 0.2142
H -0.6813 -1.7437 -0.2048 0.47 -0.28 -0.73 0.3599
H 1.8582 0.5221 3.3260 0.83 0.02 -0.14 0.2234
H 1.6840 3.8292 1.1484 -0.01 -0.17 0.02 0.1892
H -2.6081 -2.4943 -2.3845 -0.29 0.02 0.38 0.1725
H -0.8969 -0.3359 -2.1976 -0.01 0.29 -0.25 0.4542
H 0.5419 0.5487 2.3505 0.23 -0.45 -0.63 0.2245
H 1.5553 3.5085 2.8782 -0.98 -1.15 -0.03 0.2081
H -0.9229 -2.7283 -2.5657 0.35 0.21 0.48 0.1571
H 2.3732 1.6388 0.5068 -0.32 0.36 -0.20 0.1938
```
Forces are in eV/Å.

**HOMO energy**: -9.59 eV
**HOMO-LUMO gap**: 10.23 eV
**LUMO energy**: 0.6397 eV
**SMILES**: C=CC.NCO
**DFT total energy**: -7862.137 eV
**2S+1**: 1
**Energy above the lowest of the compared OMol25 structures with the same formula, charge and spin**: 233.2 kJ/mol


No. 2
DFT (wB97M-V/def2-TZVPD) results for 2 unconnected molecules or ions with the total composition C4H11NO in a non-equilibrium geometry.

The geometry in XYZ format:
```
17
Properties=species:S:1:pos:R:3:forces:R:3:nbo_charge:R:1
O -0.4750 1.4745 -1.2631 0.03 0.15 0.30 -0.6040
N 0.1263 -0.6764 -1.6427 -0.20 0.44 0.06 -0.8474
C -0.7745 0.3034 -1.2710 0.12 -0.77 -0.96 0.6855
C -2.1624 -0.2304 -0.9964 0.07 0.24 0.27 -0.7220
C 1.6458 0.9056 1.3345 -0.08 -0.07 -0.07 -0.6148
C 0.8302 -0.3510 1.6066 0.12 -0.47 -0.81 -0.6146
H 1.0426 -0.3823 -1.9409 -0.09 -0.03 -0.01 0.4038
H -2.8072 0.5842 -0.6802 0.02 0.01 -0.01 0.2417
H 1.1705 1.5012 0.5576 0.06 0.09 -0.01 0.2253
H -0.1635 -1.6219 -1.8248 0.01 0.11 0.07 0.3923
H -2.1254 -0.9848 -0.2131 -0.04 -0.10 0.03 0.2282
H 1.7314 1.5153 2.2319 0.06 0.07 0.04 0.1998
H 0.7247 -0.9471 0.6546 0.04 0.51 1.21 0.2063
H -2.5700 -0.6809 -1.8998 -0.01 -0.04 -0.04 0.2289
H -0.1569 -0.0880 1.9818 -0.16 -0.07 -0.07 0.1981
H 1.3141 -0.9668 2.3646 -0.03 -0.12 -0.03 0.1992
H 2.6495 0.6455 1.0005 0.09 0.05 0.00 0.1939
```
Forces are in eV/Å.

**HOMO energy**: -9.98 eV
**HOMO-LUMO gap**: 10.84 eV
**LUMO energy**: 0.8572 eV
**SMILES**: CC(N)=O.CC
**DFT total energy**: -7864.465 eV
**2S+1**: 1
**Energy above the lowest of the compared OMol25 structures with the same formula, charge and spin**: 8.5 kJ/mol


No. 3
DFT (wB97M-V/def2-TZVPD) results for 2 unconnected molecules or ions with the total composition C4H11NO in a non-equilibrium geometry.

The geometry in XYZ format:
```
17
Properties=species:S:1:pos:R:3:forces:R:3:nbo_charge:R:1
O -0.6474 0.5408 -1.2893 -0.08 -0.40 -0.17 -0.6112
N -1.3474 2.3076 -0.1565 -0.60 0.69 0.38 -0.8379
C -2.0261 0.0160 0.5829 -0.74 -0.33 -1.23 -0.7273
C 1.8146 -0.8223 0.6637 0.98 -1.94 0.70 -0.6154
C -1.3081 0.9427 -0.3556 0.10 0.85 -0.22 0.6778
C 1.9618 -1.3520 -0.7702 -1.28 1.28 -0.74 -0.6393
H 2.9244 -1.0368 -1.1659 -0.10 -0.20 -0.35 0.2007
H -3.0556 0.3257 0.7517 0.20 0.63 0.86 0.2254
H -1.4032 -0.1873 1.4447 -0.30 -0.09 0.31 0.2461
H 1.1398 -0.9151 -1.3594 0.61 0.38 -0.09 0.2412
H 1.1725 0.0301 0.8418 -0.11 0.12 -0.35 0.2036
H 1.5148 -1.6610 1.3038 -0.51 0.28 0.09 0.1996
H -1.9643 2.8797 0.4150 -0.03 -1.10 0.23 0.3903
H 1.7495 -2.3919 -1.0026 0.58 -0.45 0.84 0.2064
H 2.8101 -0.6300 1.0741 -0.08 0.47 -0.09 0.2014
H -1.0968 2.8331 -0.9673 0.59 0.00 -0.46 0.3931
H -2.2385 -0.8794 -0.0109 0.76 -0.21 0.29 0.2455
```
Forces are in eV/Å.

**HOMO energy**: -9.97 eV
**HOMO-LUMO gap**: 10.82 eV
**LUMO energy**: 0.8522 eV
**SMILES**: CC(N)=O.CC
**DFT total energy**: -7863.876 eV
**2S+1**: 1
**Energy above the lowest of the compared OMol25 structures with the same formula, charge and spin**: 65.4 kJ/mol


No. 4
DFT (wB97M-V/def2-TZVPD) results for C4H11NO in the gas phase in a non-equilibrium geometry.

The geometry in XYZ format:
```
17
Properties=species:S:1:pos:R:3:forces:R:3:nbo_charge:R:1
O -1.2154 -0.6356 -1.4925 -2.86 2.53 0.20 -0.7337
N 1.5172 0.7168 0.6336 1.79 -0.48 -1.87 -0.8316
C 0.1405 -0.2731 -1.2916 -0.74 -0.61 -0.54 -0.0971
C -0.7110 1.1041 0.3966 -0.94 3.54 -1.34 -0.5655
C -0.0008 -1.2211 1.0153 -0.47 -0.95 1.72 -0.6336
C 0.2700 0.0762 0.2676 0.67 -2.02 -1.72 0.0432
H 0.4407 0.4736 -2.1160 -0.06 -0.29 1.75 0.1689
H -1.7026 0.8829 0.0026 0.07 0.33 0.55 0.1667
H -1.8405 0.1650 -1.1577 2.33 -3.12 -1.76 0.4546
H -0.2774 -1.1788 2.1715 1.29 0.54 -2.17 0.2212
H 2.2665 -0.0612 0.8126 -1.40 2.25 -1.11 0.3694
H -0.2342 1.9640 -0.2623 -1.53 -0.94 1.64 0.1965
H 0.5710 -1.2151 -1.6063 1.03 -0.15 0.38 0.1935
H -0.9891 -1.6747 0.6687 1.83 0.14 -0.27 0.2480
H 1.6417 1.3377 -0.2896 1.01 -1.75 2.85 0.3613
H 0.9771 -1.8100 0.8367 -2.00 0.08 0.52 0.2099
H -0.8538 1.3494 1.4110 -0.03 0.90 1.19 0.2283
```
Forces are in eV/Å.

**HOMO energy**: -9.24 eV
**HOMO-LUMO gap**: 10.07 eV
**LUMO energy**: 0.8380 eV
**SMILES**: CC(C)(N)CO
**DFT total energy**: -7861.527 eV
**2S+1**: 1
**Energy above the lowest of the compared OMol25 structures with the same formula, charge and spin**: 292.0 kJ/mol


No. 5
DFT (wB97M-V/def2-TZVPD) results for C4H11NO in the gas phase in a non-equilibrium geometry.

The geometry in XYZ format:
```
17
Properties=species:S:1:pos:R:3:forces:R:3:nbo_charge:R:1
O 1.5651 -2.0305 0.2833 -0.61 -1.24 -0.87 -0.7253
N -1.7349 0.9143 0.5542 -0.32 -1.90 -0.09 -0.9081
C 1.0246 -0.9605 0.9974 0.99 1.17 1.69 -0.0773
C -1.2799 0.3326 -0.8186 -0.55 -1.20 1.07 -0.2237
C 1.0456 0.3561 0.2541 1.76 1.41 -2.38 -0.4268
C 0.1901 0.6350 -1.1001 1.21 1.46 1.68 -0.4211
H -2.2228 1.8053 0.4510 -0.03 -0.74 0.21 0.3721
H -2.1925 0.2271 1.2990 1.10 2.11 -2.78 0.3838
H -1.8672 0.6893 -1.7035 -0.09 -0.43 1.03 0.1941
H 0.8879 -2.5549 -0.1777 0.29 0.47 0.27 0.4675
H 0.0428 -1.1169 1.4947 0.56 -0.42 -0.27 0.1614
H 0.5911 0.0706 -1.9471 -0.26 -0.46 0.26 0.2104
H 1.8529 -0.7896 1.7869 -1.70 -0.25 -0.63 0.1789
H 2.1352 0.3450 -0.1961 -1.70 0.65 1.28 0.2026
H 0.4450 1.7339 -1.4587 -0.89 -1.86 1.10 0.2025
H 0.8581 1.1855 1.0204 0.47 -1.06 -1.32 0.2300
H -1.3413 -0.8427 -0.7393 -0.23 2.28 -0.23 0.1788
```
Forces are in eV/Å.

**HOMO energy**: -9.11 eV
**HOMO-LUMO gap**: 9.95 eV
**LUMO energy**: 0.8396 eV
**SMILES**: NCCCCO
**DFT total energy**: -7862.194 eV
**2S+1**: 1
**Energy above the lowest of the compared OMol25 structures with the same formula, charge and spin**: 227.7 kJ/mol


No. 6
DFT (wB97M-V/def2-TZVPD) results for 2 unconnected molecules or ions with the total composition C4H11NO in a non-equilibrium geometry.

The geometry in XYZ format:
```
17
Properties=species:S:1:pos:R:3:forces:R:3:nbo_charge:R:1
O -2.4961 0.2234 0.4811 -1.06 0.36 -1.13 -0.9611
N -0.6732 -1.6532 -1.7375 0.04 0.91 -1.22 -0.8245
C 0.2152 0.5468 -0.8734 -0.47 0.60 -0.69 -0.3413
C 0.7906 1.2063 0.3838 0.60 0.24 -1.35 -0.4365
C 1.3161 0.2077 1.4222 1.01 0.38 -0.79 -0.6209
C 0.2698 -0.7457 -1.2431 1.37 -0.68 0.78 0.0208
H -0.7525 -2.4107 -1.0785 0.01 -0.23 -0.16 0.3828
H -2.6549 -0.0220 1.3760 0.22 -0.29 0.97 0.4689
H 1.5732 1.9139 0.1232 0.56 -0.02 -0.10 0.2089
H -1.5662 0.2178 0.2729 0.72 -0.14 0.16 0.4808
H -0.2958 1.2257 -1.5505 -1.20 0.01 0.59 0.2064
H 1.2645 -1.2197 -1.1797 -0.63 -0.44 1.28 0.1806
H 0.6573 -0.0572 2.2423 -0.11 -0.06 -0.08 0.2135
H 0.0119 1.9271 0.6489 -0.21 -0.49 0.72 0.2224
H 1.6328 -0.6553 0.8371 -0.41 -0.43 0.39 0.2093
H 2.2909 0.5439 1.7928 -0.41 0.26 0.46 0.2147
H -1.5836 -1.2489 -1.9177 -0.02 0.00 0.18 0.3753
```
Forces are in eV/Å.

**HOMO energy**: -7.89 eV
**HOMO-LUMO gap**: 8.77 eV
**LUMO energy**: 0.8856 eV
**SMILES**: CC/C=C/N.O
**DFT total energy**: -7861.886 eV
**2S+1**: 1
**Energy above the lowest of the compared OMol25 structures with the same formula, charge and spin**: 257.4 kJ/mol